# 1
Formula: C29H47AsIN3O6Sn
Source: OMol25
Level of theory: wB97M-V/def2-TZVPD

Geometry as XYZ:
```
88
Properties=species:S:1:pos:R:3
Sn -1.50 0.54 0.17
C -5.00 -1.32 -0.34
O -3.65 -1.71 -0.19
C -3.33 -2.95 -0.78
C -1.87 -2.97 -1.18
O -0.96 -2.53 -0.18
C -0.80 -3.36 0.95
C -1.72 -2.99 2.09
O -1.54 -1.63 2.43
C -2.40 -1.25 3.50
H -5.26 -1.22 -1.40
H -5.12 -0.36 0.15
H -5.68 -2.04 0.12
H -3.91 -3.10 -1.70
H -3.58 -3.77 -0.10
H -1.72 -2.29 -2.01
H -1.61 -3.98 -1.50
H 0.22 -3.24 1.28
H -0.96 -4.41 0.68
H -1.47 -3.63 2.94
H -2.78 -3.17 1.83
H -2.22 -1.87 4.38
H -3.45 -1.34 3.20
H -2.18 -0.21 3.74
C -2.11 -1.24 -5.12
C -0.75 -0.89 -4.60
N 0.30 -1.38 -5.21
C 1.55 -1.01 -4.80
C 1.77 -0.11 -3.80
C 3.17 0.35 -3.54
O 3.46 1.63 -4.11
C 0.66 0.42 -3.08
C 0.88 1.55 -2.23
N 0.11 2.02 -1.30
C 0.47 3.28 -0.76
C 1.76 3.70 -0.46
C 2.00 4.95 0.09
C 0.95 5.81 0.36
C -0.35 5.42 0.07
C -0.56 4.16 -0.48
I -2.48 3.49 -0.92
C -0.67 -0.02 -3.42
O -1.72 0.31 -2.83
H -2.03 -1.50 -6.18
H -2.55 -2.09 -4.59
H -2.79 -0.39 -4.99
H 2.39 -1.47 -5.32
H 3.36 0.47 -2.47
H 3.87 -0.41 -3.90
H 3.24 1.58 -5.05
H 1.78 2.12 -2.48
H 2.59 3.02 -0.65
H 3.01 5.24 0.33
H 1.13 6.79 0.80
H -1.19 6.08 0.26
N -4.22 2.19 3.32
C -3.27 1.90 2.40
O -3.50 1.09 1.49
C -1.92 2.58 2.55
C -0.79 1.75 1.95
H -5.15 1.84 3.17
H -4.08 2.92 3.99
H -1.78 2.84 3.60
H -2.02 3.52 2.00
H -0.47 0.99 2.66
H 0.07 2.38 1.75
C 3.59 1.56 2.29
C 3.65 0.47 1.22
As 1.91 -0.40 0.98
C 2.42 -1.91 -0.19
C 3.89 -2.29 -0.28
C 1.81 -1.29 2.74
C 2.98 -2.19 3.15
H 4.54 2.09 2.37
H 3.38 1.13 3.27
H 2.81 2.29 2.07
H 4.41 -0.28 1.48
H 3.94 0.88 0.25
H 2.03 -1.64 -1.17
H 1.81 -2.76 0.13
H 4.51 -1.46 -0.63
H 4.03 -3.11 -0.98
H 4.30 -2.61 0.68
H 0.87 -1.84 2.74
H 1.67 -0.48 3.46
H 3.05 -3.07 2.51
H 2.84 -2.55 4.18
H 3.94 -1.67 3.12
```

The relative energy (zero: lowest compared OMol25 entry of this formula, charge and spin) comes out at 28.10 kJ/mol. As for the energy: -4496.6343 Ha. The frontier orbital gap is 0.2500 Ha. For the HOMO energy, the calculation gives -6.54 eV.

***

# 2
Formula: C29H47FN8O9OsP2S2
Source: OMol25
Level of theory: wB97M-V/def2-TZVPD

Geometry as XYZ:
```
99
Properties=species:S:1:pos:R:3
Os 1.08 0.78 -0.46
C -5.05 -0.59 3.86
C -3.74 -0.40 4.61
N -2.58 -0.54 3.73
C -2.07 0.56 3.16
C -1.00 0.59 2.30
C -0.64 1.95 1.78
O -1.17 2.94 2.21
O 0.29 2.02 0.84
C -0.31 -0.63 2.03
O 0.72 -0.73 1.33
C -0.89 -1.84 2.61
C -0.34 -3.08 2.30
C -0.90 -4.22 2.80
F -0.31 -5.40 2.51
C -2.05 -4.20 3.60
C -2.60 -2.97 3.91
C -2.02 -1.78 3.44
N -2.69 -5.37 4.07
C -2.42 -6.67 3.46
C -3.46 -7.67 3.99
N -4.67 -6.91 4.44
C -4.36 -6.09 5.66
C -2.95 -5.51 5.49
H -5.89 -0.50 4.55
H -5.10 -1.56 3.38
H -5.17 0.17 3.09
H -3.63 -1.10 5.43
H -3.69 0.60 5.05
H -2.56 1.50 3.40
H 0.52 -3.13 1.66
H -3.51 -2.94 4.48
H -1.43 -7.06 3.69
H -2.51 -6.58 2.38
H -3.11 -8.22 4.87
H -3.76 -8.39 3.23
H -5.46 -7.53 4.61
H -4.93 -6.27 3.68
H -4.44 -6.75 6.53
H -5.13 -5.32 5.73
H -2.21 -6.15 5.97
H -2.90 -4.54 5.99
C 2.78 4.98 -2.01
N 3.53 4.13 -2.92
C 4.41 4.85 -3.83
P 3.08 2.57 -3.11
O 2.91 1.87 -1.81
O 1.66 2.57 -3.92
P 0.18 2.70 -3.31
O 0.18 2.49 -1.83
N -0.37 4.21 -3.58
C -0.60 4.66 -4.95
C -0.83 5.11 -2.54
N -0.61 1.64 -4.25
C -0.06 0.76 -5.26
C -2.06 1.61 -4.13
N 4.08 1.84 -4.16
C 4.91 0.72 -3.74
C 3.94 1.99 -5.60
H 3.46 5.46 -1.31
H 2.06 4.38 -1.44
H 2.24 5.75 -2.56
H 5.05 5.52 -3.25
H 3.83 5.45 -4.54
H 5.04 4.16 -4.38
H -0.26 3.92 -5.66
H -0.07 5.60 -5.13
H -1.67 4.84 -5.12
H -0.65 4.66 -1.57
H -1.90 5.30 -2.66
H -0.31 6.06 -2.60
H 1.01 0.91 -5.36
H -0.53 0.97 -6.22
H -0.25 -0.28 -5.00
H -2.53 1.97 -5.06
H -2.39 2.24 -3.31
H -2.40 0.59 -3.93
H 4.93 0.66 -2.65
H 5.93 0.87 -4.09
H 4.53 -0.21 -4.14
H 3.32 2.85 -5.85
H 3.49 1.10 -6.04
H 4.93 2.14 -6.05
C 5.26 1.20 2.02
C 4.41 2.28 1.86
C 3.24 2.12 1.15
N 2.90 0.94 0.61
C 3.71 -0.11 0.76
C 4.90 -0.02 1.45
H 6.18 1.29 2.56
H 4.65 3.25 2.28
H 2.55 2.94 1.00
H 3.38 -1.04 0.31
H 5.53 -0.89 1.55
O -0.78 -2.33 -0.64
S -0.52 -1.31 -1.62
O -1.13 -1.44 -2.91
O -0.77 0.09 -1.03
S 1.55 -0.99 -1.85
```

As for the spin multiplicity: 5. As for the energy: -3917.8108 Ha. The frontier orbital gap (alpha / beta) is 0.2918 / 0.2466 Ha. For the HOMO energy (alpha / beta), the calculation gives -12.49 / -12.70 eV. The net charge is +2.

***

# 3
Formula: C29H47Ge2IrN3O2S2Si3
Source: OMol25
Level of theory: wB97M-V/def2-TZVPD

Geometry as XYZ:
```
89
Properties=species:S:1:pos:R:3
Ir 0.49 0.35 0.12
C -4.66 1.46 2.60
Si -3.45 0.38 1.64
C -4.02 0.42 -0.15
C -3.66 -1.38 2.30
Ge -1.20 1.15 1.86
Si -0.41 0.69 4.06
C 0.85 1.99 4.58
C -1.81 0.78 5.32
C 0.37 -1.02 4.17
Si -1.37 3.53 1.65
C -2.30 4.25 3.13
C 0.30 4.38 1.59
C -2.34 3.95 0.08
H -5.68 1.09 2.46
H -4.63 2.49 2.24
H -4.44 1.47 3.67
H -5.01 -0.04 -0.23
H -3.33 -0.11 -0.81
H -4.09 1.45 -0.51
H -4.66 -1.77 2.07
H -3.52 -1.41 3.39
H -2.92 -2.06 1.86
H 0.33 2.90 4.90
H 1.53 2.27 3.77
H 1.45 1.64 5.42
H -2.34 1.73 5.25
H -1.40 0.69 6.34
H -2.54 -0.03 5.18
H 0.88 -1.30 3.24
H -0.39 -1.78 4.38
H 1.12 -1.06 4.98
H -1.72 4.13 4.05
H -3.26 3.76 3.28
H -2.48 5.32 2.99
H 0.86 4.22 2.52
H 0.17 5.45 1.45
H 0.89 4.00 0.76
H -3.38 4.20 0.32
H -2.36 3.12 -0.62
H -1.89 4.81 -0.42
C 2.32 1.45 0.50
C 3.37 0.52 0.96
C 4.34 0.02 0.08
C 5.29 -0.89 0.51
C 5.30 -1.34 1.83
C 4.34 -0.85 2.72
C 3.39 0.05 2.28
C 6.29 -2.28 2.28
N 7.08 -3.03 2.65
H 2.60 1.99 -0.41
H 2.03 2.14 1.28
H 4.33 0.33 -0.95
H 6.03 -1.28 -0.19
H 4.33 -1.20 3.74
H 2.64 0.42 2.98
C 0.63 -4.71 -0.93
Ge -0.18 -3.19 0.01
C -1.82 -2.71 -0.94
C -0.55 -3.75 1.85
C 1.14 -1.73 0.07
H -0.06 -5.56 -0.95
H 1.55 -5.01 -0.44
H 0.87 -4.43 -1.96
H -2.24 -3.60 -1.40
H -1.60 -1.99 -1.73
H -2.56 -2.27 -0.27
H -1.24 -4.60 1.86
H -0.99 -2.94 2.45
H 0.38 -4.06 2.33
H 1.76 -1.86 0.97
O 1.76 5.03 -3.18
S 0.55 4.75 -2.47
O 0.09 5.71 -1.51
N 0.62 3.24 -1.79
C -0.22 2.43 -2.36
S -0.45 0.78 -1.95
C -1.06 3.03 -3.45
C -2.04 2.45 -4.23
C -2.69 3.23 -5.17
C -2.36 4.58 -5.34
C -1.37 5.16 -4.56
C -0.74 4.36 -3.63
H -2.30 1.40 -4.09
H -3.46 2.80 -5.79
H -2.88 5.17 -6.08
H -1.11 6.21 -4.68
N 2.62 -1.79 -2.06
C 1.99 -1.78 -1.09
```

As for the spin multiplicity: 5. As for the energy: -7371.1040 Ha. The frontier orbital gap (alpha / beta) is 0.2177 / 0.2550 Ha. For the HOMO energy (alpha / beta), the calculation gives -3.99 / -5.97 eV. The net charge is -1.

***

# 4
Formula: C29H47N3O7SeSi4TeTi
Source: OMol25
Level of theory: wB97M-V/def2-TZVPD

Geometry as XYZ:
```
93
Properties=species:S:1:pos:R:3
Ti 0.54 0.09 -0.29
C -0.31 4.14 -1.16
C -0.55 2.73 -0.70
O 0.44 1.96 -0.73
C -1.84 2.33 -0.21
C -3.00 3.11 -0.42
C -4.23 2.65 -0.05
C -4.35 1.42 0.60
C -3.24 0.65 0.86
C -1.98 1.07 0.44
O -0.91 0.33 0.65
H 0.76 4.28 -1.30
H -0.68 4.86 -0.42
H -0.82 4.31 -2.11
H -2.91 4.06 -0.93
H -5.12 3.24 -0.26
H -5.33 1.06 0.90
H -3.32 -0.31 1.36
C 1.33 -2.90 2.35
C 1.66 -2.84 0.90
N 1.50 -1.79 0.12
C 2.01 -2.13 -1.12
C 2.48 -3.41 -1.07
N 2.25 -3.83 0.21
C 3.11 -4.34 -2.05
O 3.30 -3.88 -3.26
O 3.41 -5.45 -1.69
C 2.02 -1.12 -2.21
O 2.52 -1.38 -3.29
O 1.51 0.02 -1.87
H 0.88 -1.95 2.64
H 2.23 -3.05 2.94
H 0.63 -3.72 2.56
H 2.47 -4.77 0.51
H 3.02 -2.93 -3.36
C 5.49 -0.75 3.12
Si 4.65 0.57 4.18
C 5.96 1.35 5.31
C 3.36 -0.30 5.26
Si 3.57 2.19 2.83
Te 2.74 0.95 0.78
Si 5.08 3.65 1.73
C 6.35 2.61 0.77
C 6.01 4.84 2.87
C 4.08 4.65 0.47
Si 2.07 3.43 4.17
C 0.64 2.49 5.02
C 3.08 4.20 5.57
C 1.24 4.80 3.15
H 5.86 -1.59 3.72
H 6.34 -0.33 2.57
H 4.79 -1.14 2.38
H 6.41 0.60 5.96
H 5.54 2.14 5.94
H 6.77 1.80 4.72
H 3.78 -1.18 5.77
H 2.51 -0.64 4.66
H 2.97 0.37 6.04
H 7.03 2.08 1.44
H 6.95 3.22 0.10
H 5.82 1.86 0.17
H 6.50 4.30 3.69
H 5.34 5.58 3.32
H 6.78 5.38 2.32
H 3.43 3.97 -0.09
H 4.71 5.18 -0.24
H 3.44 5.39 0.96
H 0.90 1.46 5.27
H -0.27 2.48 4.41
H 0.38 2.98 5.97
H 3.35 3.44 6.32
H 2.53 4.99 6.09
H 4.01 4.63 5.20
H 0.75 4.38 2.27
H 1.98 5.52 2.80
H 0.49 5.35 3.73
Se -1.06 -1.86 -1.46
C -2.68 -2.09 -2.44
C -3.20 -3.38 -2.56
C -4.34 -3.56 -3.32
N -4.99 -2.58 -3.94
C -4.49 -1.36 -3.82
C -3.35 -1.05 -3.09
H -2.70 -4.21 -2.08
H -4.77 -4.56 -3.43
H -5.03 -0.57 -4.34
H -2.99 -0.04 -3.03
C -0.87 -0.15 3.59
O 0.37 0.21 2.98
H -1.55 0.70 3.65
H -0.72 -0.56 4.59
H -1.33 -0.92 2.96
H 0.77 0.89 3.52
```

The relative energy (zero: lowest compared OMol25 entry of this formula, charge and spin) comes out at 232.12 kJ/mol. As for the energy: -6501.3323 Ha. The frontier orbital gap is 0.2091 Ha. For the HOMO energy, the calculation gives -7.27 eV.

***

# 5
Formula: C29H47N5O7P2V
Source: OMol25
Level of theory: wB97M-V/def2-TZVPD

Geometry as XYZ:
```
91
Properties=species:S:1:pos:R:3
V 0.90 0.60 0.88
C -2.20 -2.40 3.30
C -1.75 -1.97 1.91
C -2.18 -3.00 0.89
O -2.39 -0.68 1.64
P -2.16 0.74 1.04
O -0.83 1.39 1.27
C -2.45 0.74 -0.76
P -1.10 -0.21 -1.52
O -0.07 -0.59 -0.51
O -1.65 -1.53 -2.13
C -2.72 -1.76 -3.11
C -4.00 -2.16 -2.38
C -2.25 -2.87 -4.02
O -0.61 0.77 -2.66
C 0.34 0.49 -3.76
C 1.31 1.64 -3.85
C 1.08 -0.83 -3.60
O -3.20 1.65 1.73
C -4.63 1.57 2.04
C -5.46 1.77 0.78
C -5.00 0.30 2.77
H -2.13 -3.48 3.38
H -3.24 -2.12 3.44
H -1.60 -1.96 4.09
H -0.66 -1.82 1.86
H -3.26 -3.10 0.89
H -1.75 -3.97 1.16
H -1.83 -2.76 -0.11
H -2.41 1.78 -1.10
H -3.42 0.33 -1.03
H -2.87 -0.83 -3.67
H -3.86 -3.13 -1.91
H -4.81 -2.23 -3.10
H -4.29 -1.43 -1.62
H -1.93 -3.72 -3.42
H -1.43 -2.55 -4.66
H -3.07 -3.19 -4.66
H -0.28 0.48 -4.65
H 2.03 1.59 -3.03
H 0.80 2.60 -3.82
H 1.86 1.56 -4.79
H 1.62 -0.85 -2.66
H 1.79 -0.93 -4.43
H 0.41 -1.69 -3.63
H -4.77 2.42 2.70
H -5.40 0.90 0.12
H -5.14 2.66 0.24
H -6.50 1.91 1.07
H -4.96 -0.56 2.11
H -6.01 0.39 3.16
H -4.32 0.13 3.61
C -1.20 1.46 5.68
C -0.96 0.20 5.13
C 0.01 0.03 4.16
C 0.74 1.13 3.72
C 0.53 2.39 4.30
C -0.44 2.55 5.27
N 1.58 1.07 2.59
N 2.64 1.82 2.64
C 2.96 2.36 1.44
C 4.09 3.16 1.23
C 4.20 3.84 0.04
C 3.16 3.77 -0.90
C 2.08 2.95 -0.63
N 2.01 2.20 0.47
H -1.97 1.58 6.42
H -1.52 -0.65 5.50
H 0.27 -0.96 3.79
H 1.11 3.23 3.94
H -0.61 3.52 5.70
H 4.82 3.25 2.02
H 5.06 4.46 -0.15
H 3.18 4.35 -1.81
H 1.24 2.89 -1.31
N 2.50 -0.34 0.40
C 3.52 -0.65 -0.06
N 4.67 -0.93 -0.58
C 5.31 0.01 -1.52
C 5.22 -0.57 -2.92
O 5.82 -1.85 -2.96
C 5.20 -2.77 -2.08
C 5.24 -2.28 -0.64
H 6.36 0.11 -1.24
H 4.82 0.99 -1.45
H 5.76 0.05 -3.63
H 4.16 -0.63 -3.23
H 5.75 -3.70 -2.18
H 4.16 -2.94 -2.39
H 6.28 -2.21 -0.31
H 4.69 -2.95 0.02
```

As for the spin multiplicity: 4. The relative energy (zero: lowest compared OMol25 entry of this formula, charge and spin) comes out at 172.59 kJ/mol. As for the energy: -3560.1459 Ha. The frontier orbital gap (alpha / beta) is 0.2585 / 0.2556 Ha. For the HOMO energy (alpha / beta), the calculation gives -12.76 / -13.55 eV. The net charge is +2.